[1]
A 7-piece molecular cluster, C51H43F6N2O27 overall. Source: the OMol25 dataset; level of theory: the ωB97M-V functional and the def2-TZVPD basis.

The charge is +1. The total energy is -4709.0969 hartree. The value obtained for the molar mass is 1229.88 g mol⁻¹. The lowest unoccupied orbital energy comes out at -3.8 eV.

Structure (XYZ):
```
129
Properties=species:S:1:pos:R:3:mulliken_charge:R:1
F -7.84 -0.37 3.32 -0.263
F -5.79 0.14 2.71 -0.180
F -7.61 1.14 1.73 -0.238
F -8.54 -1.45 0.95 -0.308
F -6.76 -2.40 1.92 -0.255
F -2.77 0.89 1.97 -0.369
O -1.57 4.64 2.77 -0.338
O 5.72 -2.95 -0.44 -0.529
O -0.05 -3.48 0.11 -0.368
O 9.24 1.23 0.45 -0.569
O -0.85 5.98 -2.96 -0.651
O 2.25 -7.88 -1.72 -0.575
O 10.06 -1.16 -0.51 -0.593
O -8.14 -7.91 2.75 -0.560
O 0.07 3.59 -3.85 -0.648
O 3.87 -1.14 2.91 -0.370
O -0.33 -8.05 -0.92 -0.556
O 4.83 -1.85 7.46 -0.585
O 2.50 -3.29 -0.77 -0.507
O -2.78 4.98 0.92 -0.479
O 3.45 7.84 -2.78 -0.556
O -2.02 3.94 4.84 -0.500
O 4.89 -0.53 0.44 -0.559
O -5.99 -6.88 6.80 -0.603
O -5.43 -4.35 6.03 -0.567
O 1.49 -0.15 3.71 -0.568
O 2.40 -0.93 8.25 -0.561
O -7.51 -5.40 1.95 -0.653
O 7.22 4.18 -10.09 -0.553
O 2.84 4.53 -6.70 -0.342
O 7.49 4.34 -7.40 -0.596
O 4.36 5.48 -3.75 -0.650
O 2.58 4.28 -9.38 -0.629
N -3.66 2.48 -2.25 -0.069
N -2.78 1.42 -0.35 1.090
C 6.09 -0.65 0.25 1.064
C -6.08 -5.18 5.19 0.304
C -6.36 -6.56 5.69 0.809
C 2.24 4.46 -3.83 -0.665
C 0.45 -4.50 -0.33 0.769
C -7.16 -5.71 3.08 0.968
C 3.72 4.31 -8.95 0.859
C -1.87 4.36 1.43 0.444
C 4.89 4.23 -9.82 -0.920
C 1.28 6.99 -2.84 -1.002
C 0.32 -6.87 -0.85 0.453
C -2.68 3.35 -1.66 -1.037
C -1.05 -0.19 0.60 -0.503
C -6.46 -4.79 3.97 -0.816
C -0.28 -5.77 -0.39 -1.129
C 6.13 4.25 -9.31 0.307
C 2.72 -0.95 6.94 0.376
C 0.94 4.60 -3.62 0.211
C -7.19 -1.25 1.20 0.854
C 2.23 -0.55 4.60 1.128
C -5.69 0.25 -0.42 -0.230
C 4.07 -1.48 6.58 0.899
C 7.91 -2.14 -0.50 -0.829
C -6.29 -1.18 -0.08 -1.109
C -7.06 -0.04 2.21 0.490
C 4.43 -1.53 5.16 -0.850
C 7.04 0.43 0.48 -1.155
C -7.09 -7.47 4.80 -0.948
C 1.87 -0.51 6.01 -1.111
C -1.08 3.32 0.53 -0.401
C -7.47 -7.08 3.58 0.346
C 2.59 6.84 -3.04 0.238
C 3.57 -1.10 4.23 0.044
C 2.46 -5.58 -1.28 -0.791
C 0.36 5.89 -3.12 0.986
C 1.86 -4.48 -0.82 0.225
C 5.17 4.45 -6.96 -0.707
C 8.87 -1.05 -0.29 0.944
C -4.60 0.12 -1.60 -1.162
C 1.74 -6.85 -1.32 0.838
C -2.15 2.71 -0.46 0.358
C -3.66 1.39 -1.41 0.109
C 8.34 0.25 0.24 0.418
C 3.95 4.43 -7.48 0.148
C -3.83 3.39 3.41 -0.602
C -0.69 -1.13 1.82 -0.470
C -2.42 3.99 3.70 0.541
C 6.61 -1.96 -0.25 0.312
C -2.53 0.38 0.68 -0.118
C 3.16 5.57 -3.57 1.186
C 6.35 4.35 -7.83 0.843
H 0.89 -0.13 6.26 0.455
H -1.27 -0.91 2.76 0.378
H -2.41 4.38 -2.06 0.697
H -5.17 0.76 0.43 0.317
H 8.31 -3.08 -0.86 0.455
H 3.18 -1.29 8.72 0.351
H 4.85 -2.58 -0.19 0.232
H 0.42 -1.02 2.09 -0.140
H -5.50 -1.98 -0.06 0.432
H 2.09 4.49 -7.32 0.320
H -0.28 0.64 0.57 0.287
H -8.29 -7.39 1.94 0.350
H -6.97 -1.45 -0.96 0.332
H 5.40 -1.94 4.91 0.473
H -3.83 2.30 3.71 0.086
H -4.55 3.90 4.12 0.455
H -6.26 -3.79 3.60 0.624
H -5.07 0.09 -2.62 0.544
H 0.31 -8.68 -1.29 0.355
H 4.72 4.16 -10.89 0.421
H -3.19 -0.52 0.51 0.090
H -3.98 -0.82 -1.45 0.328
H -4.24 2.62 -3.07 0.305
H -7.30 -8.47 5.18 0.414
H -0.83 -2.23 1.55 0.202
H 4.34 7.49 -3.01 0.347
H -0.29 3.88 -0.06 0.536
H 7.98 4.21 -9.48 0.357
H 2.67 3.53 -4.19 0.464
H -0.88 -0.79 -0.34 0.305
H -0.81 3.94 -3.63 0.288
H 6.65 1.36 0.86 0.447
H 0.85 7.90 -2.46 0.459
H -5.27 -4.86 6.84 0.354
H -4.23 3.57 2.38 0.240
H -0.62 2.55 1.20 -0.059
H 3.09 -0.77 2.46 0.306
H 3.48 -5.57 -1.63 0.505
H 5.35 4.53 -5.90 0.488
H -1.30 -5.77 -0.05 0.462
H 10.11 0.86 0.19 0.352
H -6.54 0.86 -0.86 0.462
H 1.86 -2.65 -0.40 0.264
```

[2]
C51H45N6O7P2RbTe as an isolated structure. Source: the OMol25 dataset; level of theory: the ωB97M-V functional and the def2-TZVPD basis.

The charge is -2. The total energy is -3800.4572 hartree. The value obtained for the molar mass is 1128.97 g mol⁻¹. The lowest unoccupied orbital energy comes out at 3.4 eV.

Structure (XYZ):
```
113
Properties=species:S:1:pos:R:3:mulliken_charge:R:1
Te -1.30 0.43 -6.71 0.026
Rb 0.31 0.51 -1.38 0.306
P -0.64 1.91 2.02 0.039
P 0.80 -0.54 3.41 -0.485
O 2.32 3.64 -3.96 -1.057
O -3.86 -1.99 -2.63 -0.858
O 3.22 5.28 -6.08 -0.663
O 1.18 1.69 -3.84 -0.377
O 8.01 1.68 -2.36 -0.663
O 2.07 -4.44 -1.96 -0.890
O 6.91 3.50 -2.54 -0.624
N 6.98 2.33 -2.64 1.038
N -0.53 0.45 2.96 0.211
N -2.64 1.30 -1.92 1.020
N -2.05 -1.36 -1.33 1.139
N 0.60 -2.60 -1.72 0.580
N 2.66 -1.10 -0.72 1.219
C 0.93 -2.93 1.84 -0.660
C 2.19 2.37 -3.89 0.053
C -1.80 3.31 4.49 -0.266
C 1.27 -1.82 7.20 -0.641
C -4.19 0.55 0.55 -0.518
C 0.37 5.00 4.64 -0.259
C -0.71 -0.45 7.27 -0.651
C -1.84 -2.75 -1.18 -0.431
C -2.86 -3.49 -0.54 0.241
C -0.63 5.09 5.61 -0.661
C -1.75 -5.48 -1.10 -0.836
C -1.83 1.77 -5.13 -0.503
C 5.81 0.20 -3.23 -0.418
C 5.73 1.62 -3.07 -0.159
C -2.40 1.81 1.55 0.317
C -3.16 2.96 1.44 -0.506
C -2.85 0.60 1.06 -1.020
C -4.96 1.65 0.48 -0.311
C 4.16 -2.87 -1.11 -0.375
C -0.58 -0.20 5.92 0.215
C -1.04 -4.16 3.36 -0.941
C 1.37 -1.55 5.84 -0.226
C 3.44 1.57 -3.60 0.296
C 4.69 -0.55 -3.61 -0.542
C -3.18 2.53 -2.04 -0.932
C -0.59 -3.39 -1.52 -0.645
C -0.76 -2.87 3.64 -0.383
C -0.65 -4.77 -1.55 -0.569
C 0.30 -2.27 2.94 0.723
C -0.77 3.15 3.55 0.343
C -0.45 -4.77 2.24 -0.379
C -2.76 -4.82 -0.39 -0.875
C 5.26 -2.15 -0.68 -0.834
C 3.74 -0.35 -0.36 -0.821
C 2.93 -2.32 -1.18 0.833
C -4.54 0.55 -3.25 -0.543
C 0.32 4.06 3.63 -0.755
C 5.04 -0.76 -0.29 -0.578
C 1.77 -3.26 -1.69 -0.458
C -0.80 -1.06 -5.23 -0.238
C -3.07 -1.10 -2.09 -0.757
C -4.95 1.87 -3.46 -0.619
C 3.55 0.20 -3.83 0.275
C 0.52 -0.68 5.19 0.356
C 4.54 2.32 -3.33 -0.496
C -4.29 2.85 -2.75 -0.494
C -1.66 4.18 5.52 -0.524
C -4.46 2.83 0.95 -0.728
C 0.51 -4.18 1.45 -0.282
C -3.40 0.30 -2.39 0.244
C 0.17 -1.29 7.91 -0.487
H -2.75 3.98 1.69 0.344
H -4.55 -0.36 0.09 0.171
H -0.50 5.78 6.44 0.367
H 0.27 -1.04 -5.00 0.138
H -1.42 0.19 3.29 0.410
H -2.34 2.64 -5.59 0.459
H 5.88 -0.17 -0.10 0.612
H 4.48 3.40 -3.21 0.581
H -4.67 3.86 -2.79 0.456
H -3.52 -5.27 0.17 0.432
H -5.06 3.76 0.94 0.282
H 2.74 4.68 -5.48 0.462
H -1.39 0.15 7.85 0.383
H 1.20 5.68 4.66 0.364
H -2.47 4.15 6.21 0.380
H -1.75 -4.77 3.92 0.313
H 3.54 0.74 -0.07 0.038
H -5.91 1.56 -0.01 0.453
H -0.84 -5.80 2.01 0.211
H -1.44 -0.91 -4.38 -0.372
H 4.64 -1.62 -3.73 0.480
H 4.35 -3.92 -1.40 0.392
H -1.17 -2.39 4.48 0.544
H -5.85 2.06 -4.07 0.342
H 0.12 -1.46 8.96 0.362
H 1.11 3.99 2.95 0.458
H -2.54 1.20 -4.55 -0.075
H -1.62 -6.58 -0.98 0.266
H -0.95 2.12 -4.63 0.213
H 2.66 5.42 -6.87 0.283
H -2.65 2.63 4.46 0.407
H 2.07 -2.43 7.59 0.398
H 0.27 -5.25 -1.83 0.557
H 0.79 -4.63 0.54 0.778
H 1.74 -2.42 1.30 0.117
H 2.61 -0.25 -4.17 0.155
H -1.28 0.53 5.42 -0.028
H -1.17 -1.99 -5.72 0.465
H -2.57 3.28 -1.52 0.390
H 6.24 -2.50 -0.71 0.482
H -4.99 -0.33 -3.67 0.588
H -3.66 -2.90 -0.14 0.295
H 6.74 -0.32 -3.08 0.451
H 2.19 -1.97 5.27 0.334
H -2.31 -0.24 1.12 1.319
```

[3]
C51H46Cl5F2N4NdO2S3SiTe as an isolated structure. Source: the OMol25 dataset; level of theory: the ωB97M-V functional and the def2-TZVPD basis.

As for the expectation value of S²: 3.75. The total energy is -7154.8264 hartree. The value obtained for the molar mass is 1358.34 g mol⁻¹. As for the spin multiplicity: 4. The lowest unoccupied orbital energy (alpha / beta) comes out at -0.3 / -0.3 eV.

Structure (XYZ):
```
116
Properties=species:S:1:pos:R:3:mulliken_spin:R:1
Nd 1.97 1.12 -0.60 3.030
Te -5.47 -0.42 -2.31 0.000
Cl 4.42 -3.78 0.50 0.000
Cl 1.89 -2.49 1.56 0.000
Cl 3.39 5.67 -0.51 0.000
Cl 5.98 3.73 -1.34 -0.001
Cl 5.27 4.02 1.76 -0.001
S 5.63 -0.24 2.78 0.000
S 5.78 -0.05 -3.72 0.000
S 1.08 -1.27 -3.27 0.004
Si 4.35 3.85 -0.09 -0.010
F 1.94 3.84 -2.51 0.000
F 0.23 2.59 -3.19 -0.001
O 0.21 0.69 0.82 0.005
O 1.58 3.13 0.77 0.000
N 4.17 0.89 -1.88 -0.005
N 4.00 0.60 0.95 0.000
N -2.70 -0.69 -0.33 0.000
N 0.87 -0.65 -1.77 -0.011
C 4.46 0.94 -3.18 -0.001
C 3.33 -4.39 -4.29 0.000
C -7.31 -0.92 1.68 0.000
C -1.71 3.43 2.19 0.000
C -6.04 -2.89 1.24 0.000
C -2.39 -0.56 0.90 0.001
C -3.08 1.49 2.16 0.000
C -2.12 -4.19 1.83 0.000
C 0.70 3.38 1.67 -0.001
C 1.71 5.54 2.44 0.000
C -1.73 -4.10 3.19 0.000
C 1.37 6.33 4.69 0.000
C 2.12 -5.08 -2.33 0.000
C -1.71 -2.88 3.82 0.000
C 6.13 -0.42 -2.02 0.002
C 0.89 3.02 -2.01 -0.014
C 1.93 -2.81 -3.13 -0.001
C 0.62 5.18 4.96 0.000
C -0.59 2.70 1.74 0.003
C 0.45 4.21 4.00 0.000
C -2.31 -1.78 1.75 0.000
C -0.49 -1.90 -3.94 0.001
C 3.70 1.67 -4.20 0.001
C -2.47 -3.03 1.15 0.000
C -2.77 -2.67 -3.99 0.000
C 6.16 -0.39 1.11 0.000
C -6.96 -0.44 0.43 0.000
C -0.79 1.38 1.32 -0.002
C -1.66 -2.26 -3.27 -0.001
C -6.84 -2.15 2.08 0.000
C -5.67 -2.39 0.01 0.000
C 3.20 -3.69 1.79 0.000
C 4.19 0.48 2.23 0.000
C -2.70 -2.80 -5.38 0.000
C -1.99 -1.71 3.09 0.000
C -0.39 -2.15 -5.31 0.000
C 3.21 1.02 3.24 0.001
C 2.93 -5.37 -3.43 0.000
C 2.89 -3.08 -4.12 0.000
C 1.61 -3.79 -2.18 0.001
C 5.18 0.12 0.27 -0.001
C -2.75 0.49 -1.18 0.001
C 5.24 0.17 -1.21 0.005
C -1.50 -2.58 -6.02 0.000
C -2.89 2.82 2.57 -0.001
C 0.97 4.40 2.69 0.000
C -2.05 0.77 1.52 -0.006
C -6.16 -1.17 -0.42 0.000
C -4.14 1.05 -1.31 0.000
C 1.95 6.49 3.42 0.000
C -3.94 3.64 3.21 0.000
H -1.68 4.49 2.35 0.000
H 0.87 -3.55 -1.39 0.000
H 2.80 2.16 -3.76 -0.001
H 3.70 -3.48 2.73 0.000
H 0.24 -1.29 -1.23 0.003
H -7.36 0.53 0.13 0.000
H -3.51 4.23 4.04 0.000
H -3.71 -2.86 -3.47 0.000
H -2.18 -5.17 1.37 0.000
H 0.19 3.83 -1.62 0.000
H -5.06 -2.99 -0.66 0.000
H -4.15 1.96 -1.96 0.000
H 3.53 2.03 3.51 0.000
H -4.57 1.27 -0.32 0.000
H 2.05 5.69 1.40 0.000
H -4.06 1.03 2.34 0.000
H -1.77 -2.10 -2.18 0.001
H 2.71 -4.65 1.84 0.000
H -4.42 4.36 2.54 0.000
H -4.76 3.03 3.60 0.000
H 4.30 2.54 -4.58 0.000
H 1.89 -5.86 -1.60 0.000
H -1.40 -2.70 -7.11 0.000
H -2.72 -3.01 0.07 0.000
H -5.66 -3.87 1.59 0.000
H -1.42 -2.82 4.88 0.000
H 3.42 1.02 -5.03 0.000
H -3.59 -3.11 -5.93 0.000
H 3.30 -6.38 -3.60 0.000
H 3.23 -2.30 -4.83 0.000
H -1.97 -0.70 3.55 0.000
H -7.06 -2.51 3.08 0.000
H 6.86 -1.19 -1.69 0.000
H 1.52 7.11 5.44 0.000
H 0.24 5.01 6.00 0.000
H 3.18 0.36 4.11 0.000
H -2.03 1.26 -0.87 -0.001
H 7.15 -0.77 0.88 0.000
H -1.53 -5.05 3.70 0.000
H 2.63 7.33 3.19 0.000
H 4.04 -4.68 -5.08 0.000
H 2.22 1.01 2.78 -0.001
H 0.58 -1.93 -5.81 0.000
H -2.45 0.08 -2.15 0.000
H -7.89 -0.31 2.39 0.000
H -0.08 3.30 4.27 0.000
```

[4]
A 8-piece molecular cluster, C51H46ClN3O29PS overall. Source: the OMol25 dataset; level of theory: the ωB97M-V functional and the def2-TZVPD basis.

The charge is +1. The total energy is -5516.7651 hartree. The value obtained for the molar mass is 1263.41 g mol⁻¹. The lowest unoccupied orbital energy comes out at -3.7 eV.

Structure (XYZ):
```
132
Properties=species:S:1:pos:R:3:mulliken_charge:R:1
Cl 0.18 3.27 0.24 -0.277
S 3.09 -2.42 -2.24 -0.274
P 2.89 -2.77 -0.37 0.556
O 0.01 7.74 -0.27 -0.576
O -0.04 -7.03 3.22 -0.604
O -4.93 7.44 2.12 -0.578
O -1.23 9.92 0.64 -0.616
O -1.02 5.21 3.17 -0.488
O 4.13 -9.09 3.80 -0.584
O 0.96 -5.84 1.09 -0.278
O 8.18 -0.53 -7.36 -0.577
O -0.26 2.67 3.43 -0.312
O 6.42 0.00 -2.31 -0.587
O -3.32 4.73 7.22 -0.592
O -1.42 4.08 -4.27 -0.582
O -1.11 0.37 -1.41 -0.565
O -6.77 -0.65 -0.97 -0.571
O 5.17 -7.83 1.70 -0.562
O -3.58 -0.40 -1.94 -0.384
O -9.59 -2.34 2.38 -0.587
O 5.90 4.87 -0.32 -0.606
O -3.94 3.35 -4.75 -0.584
O -2.49 2.22 7.53 -0.573
O -4.73 -1.23 0.62 -0.437
O -1.84 -5.42 0.86 -0.438
O 3.97 0.80 -1.62 -0.254
O -3.64 5.26 1.29 -0.717
O 8.34 4.10 -1.10 -0.556
O 3.11 -2.05 -5.87 -0.607
O 5.21 -2.42 -4.26 -0.515
O -7.54 -2.85 4.00 -0.570
O 6.07 -0.08 -8.93 -0.604
N -2.01 -5.26 -1.88 -0.746
N 1.33 -2.34 0.29 0.110
N -0.29 -1.35 1.22 0.270
C -1.72 1.08 -2.20 1.062
C -3.88 1.43 -3.38 -0.707
C -2.61 4.30 6.34 0.890
C -0.78 -2.60 0.85 -0.260
C 1.74 -6.57 1.68 0.925
C -1.15 2.26 -2.82 -1.124
C -3.13 0.71 -2.54 -0.096
C 3.38 -8.34 3.21 0.920
C -5.84 -1.49 1.07 0.894
C -2.61 -4.33 0.39 -0.622
C 7.48 2.02 -1.74 -1.094
C -2.64 -4.16 -1.15 -0.289
C -8.28 -1.46 0.63 -0.817
C -2.11 2.89 6.45 0.373
C 1.23 -7.28 2.90 0.327
C 1.30 1.19 1.72 -1.507
C 4.99 1.65 -1.45 0.181
C 1.92 -0.07 1.07 -0.516
C 4.83 2.87 -0.94 -0.955
C -2.20 5.08 5.18 -0.857
C 0.02 1.64 0.96 0.531
C 7.33 3.25 -1.24 0.360
C -7.03 -1.19 0.22 0.267
C -3.73 7.58 1.56 0.346
C -1.89 2.99 -3.67 0.190
C 3.12 -6.77 1.30 -1.161
C -1.33 2.34 5.50 -1.169
C 6.34 1.14 -1.87 1.068
C 5.98 3.76 -0.79 0.921
C 6.98 -0.91 -6.94 0.399
C -1.18 7.60 0.31 0.356
C 6.79 -1.50 -5.75 -1.012
C -3.07 6.31 1.11 1.146
C -7.29 -2.33 2.81 0.336
C -1.76 6.41 0.46 -0.903
C -1.83 8.87 0.79 0.925
C 4.50 -1.06 -7.47 -0.854
C -3.32 2.63 -3.99 0.890
C -8.49 -2.06 1.95 0.964
C -0.95 3.11 4.34 0.967
C -3.14 8.77 1.41 -0.989
C -2.18 -3.06 1.12 -0.305
C 0.97 -1.21 0.89 0.333
C 2.00 -8.11 3.61 -0.877
C 4.31 -1.65 -6.29 0.281
C 5.45 -1.89 -5.34 0.975
C -6.05 -2.06 2.39 -1.103
C 5.84 -0.64 -7.87 0.989
C -1.42 4.54 4.24 0.233
C 3.91 -7.60 2.01 0.282
C 0.25 -3.22 0.25 -0.585
H 8.45 1.65 -2.06 0.454
H -1.66 -4.87 -2.75 0.312
H -0.97 1.32 5.57 0.468
H -0.82 1.64 1.65 0.223
H -1.31 5.49 0.13 0.510
H -2.84 -0.71 -1.39 0.118
H 2.30 0.24 0.09 0.366
H 3.00 -4.14 -0.08 -0.263
H -2.22 -3.33 2.19 0.562
H 2.03 1.98 1.59 0.428
H 3.25 -2.44 -4.99 0.243
H 3.69 -0.87 -8.16 0.434
H -1.18 -5.61 -1.41 0.171
H 7.96 4.91 -0.71 0.357
H -8.51 -2.94 4.06 0.362
H -0.48 4.60 2.64 0.159
H -3.64 -4.50 0.73 0.640
H -2.55 6.11 5.12 0.514
H -2.92 -2.28 0.97 -0.034
H -2.15 4.42 -4.82 0.356
H -5.12 6.48 2.11 0.349
H 0.21 8.70 -0.25 0.369
H -5.80 -0.56 -1.03 0.253
H 3.49 -6.25 0.43 0.501
H 3.79 -2.05 0.44 0.068
H -2.19 -6.24 0.49 0.405
H 7.60 -1.69 -5.06 0.462
H -3.61 9.69 1.74 0.442
H 3.87 3.25 -0.64 0.627
H -0.82 -0.63 1.70 0.223
H -0.38 -6.40 2.54 0.292
H -3.04 2.84 8.05 0.358
H 5.51 -8.46 2.36 0.363
H 8.04 -0.13 -8.24 0.362
H 0.33 -4.18 -0.21 0.989
H -2.22 -3.17 -1.41 0.232
H 2.79 -0.38 1.64 0.642
H -4.90 1.17 -3.63 0.545
H 1.64 -8.63 4.49 0.451
H 4.36 -0.02 -2.00 0.065
H -3.69 -4.12 -1.45 0.361
H 1.14 1.07 2.78 0.391
H -5.18 -2.25 3.00 0.480
H -9.15 -1.26 0.03 0.456
H -0.22 0.98 0.13 -0.392
H -0.13 2.51 -2.58 0.655
```